Computed, not measured: a structure of composition C24H24AuBrF4N2P, with ωB97M-V/def2-TZVPD.

Element x y z (Å)
Au 0.870 -1.453 0.527
F 5.993 3.635 1.515
C 4.984 2.930 1.046
C 3.966 3.550 0.341
F 4.001 4.854 0.127
C 2.920 2.790 -0.146
F 2.005 3.411 -0.886
C 2.818 1.417 0.084
P 1.282 0.557 -0.443
C -0.065 1.623 0.184
C -0.791 2.522 -0.593
C -1.842 3.231 -0.031
C -2.167 3.064 1.306
C -1.429 2.193 2.095
C -0.391 1.468 1.533
C 1.323 0.682 -2.245
C 0.135 0.474 -2.948
C 0.133 0.528 -4.332
C 1.317 0.762 -5.016
C 2.504 0.934 -4.320
C 2.513 0.891 -2.935
C 3.877 0.807 0.762
Br 3.986 -1.055 1.033
C 4.944 1.558 1.232
F 5.948 0.971 1.868
H -0.528 2.681 -1.628
H -2.401 3.929 -0.641
H -2.994 3.612 1.737
H -1.662 2.077 3.145
H 0.182 0.783 2.148
H -0.783 0.273 -2.409
H -0.793 0.390 -4.874
H 1.316 0.803 -6.098
H 3.429 1.105 -4.855
H 3.443 1.024 -2.396
C -3.735 -1.381 1.609
C -3.504 -2.870 1.360
N -2.092 -3.163 1.098
C -1.748 -3.498 -0.288
C -1.931 -2.359 -1.285
C -1.158 -3.069 2.044
C -1.540 -3.118 3.496
N 0.121 -2.983 1.730
H -4.794 -1.187 1.779
H -3.408 -0.796 0.750
H -3.181 -1.040 2.485
H -4.064 -3.186 0.482
H -3.872 -3.461 2.198
H -2.392 -4.333 -0.573
H -0.720 -3.847 -0.302
H -2.979 -2.078 -1.398
H -1.558 -2.676 -2.259
H -1.367 -1.477 -0.976
H -2.590 -3.325 3.670
H -1.289 -2.173 3.977
H -0.951 -3.901 3.974
H 0.712 -3.101 2.543

Computed properties:
Frontier orbital gap = 9.136 eV
LUMO = -2.6 eV
Spin multiplicity = 1
Energy = -4488.7954 Ha
M = 724.307 Da
F_max = 0.5 eV Å⁻¹
Charge = +1